The following is a DFT calculation (the ωB97M-V functional and the def2-TZVPD basis) of a 5-piece molecular cluster, C14H42N3O6 overall.

Last column: Mulliken charge in e.
Cartesian coordinates (Å):
O -8.033 14.171 -7.970  -0.026
H -7.908 13.638 -7.181  0.537
H -8.664 14.870 -7.779  0.520
H -8.244 13.680 -8.767  0.220
C -9.870 12.128 -11.911  -1.585
C -9.934 12.814 -10.502  0.645
C -10.997 12.163 -9.543  -1.076
O -11.025 12.766 -8.264  0.066
C -11.811 12.043 -7.306  -1.014
N -8.587 12.660 -9.936  -0.353
H -10.847 12.114 -12.395  0.437
H -9.668 11.063 -11.800  0.389
H -9.080 12.626 -12.473  0.359
H -10.142 13.882 -10.568  -0.069
H -10.641 11.134 -9.506  0.465
H -11.996 12.104 -9.977  0.390
H -11.571 10.981 -7.260  0.402
H -12.845 12.164 -7.628  0.328
H -11.688 12.550 -6.349  0.254
H -8.190 11.761 -9.705  0.317
H -7.911 13.027 -10.590  0.161
C -9.365 16.518 -5.458  -1.287
C -10.503 16.011 -6.437  0.653
C -11.686 16.981 -6.432  -0.916
O -12.607 16.568 -7.458  -0.249
C -13.862 17.324 -7.446  -0.807
N -9.828 16.099 -7.734  -0.655
H -9.693 16.676 -4.430  0.431
H -9.044 17.544 -5.639  0.412
H -8.527 15.822 -5.436  0.234
H -10.845 14.982 -6.321  -0.263
H -11.284 17.976 -6.623  0.383
H -12.113 17.018 -5.430  0.439
H -14.506 17.160 -8.310  0.247
H -13.732 18.406 -7.412  0.315
H -14.388 17.014 -6.543  0.324
H -9.763 17.106 -7.771  0.294
H -10.380 15.818 -8.532  0.202
C -8.935 10.901 -6.021  -1.299
C -7.790 11.700 -5.434  0.079
C -6.441 11.508 -6.201  -0.994
O -6.477 12.004 -7.551  -0.190
C -5.235 11.883 -8.309  -0.775
N -8.214 13.063 -5.491  -0.611
H -8.611 9.864 -5.929  0.488
H -9.169 11.190 -7.046  -0.008
H -9.750 11.091 -5.323  0.476
H -7.660 11.542 -4.364  0.511
H -6.088 10.478 -6.146  0.484
H -5.686 12.068 -5.649  0.492
H -5.300 12.501 -9.204  0.132
H -4.967 10.855 -8.553  0.309
H -4.405 12.329 -7.761  0.344
H -7.840 13.448 -4.635  0.275
H -9.220 13.102 -5.411  0.102
C -6.697 15.616 -11.165  -0.674
C -8.083 16.083 -11.603  0.576
O -8.112 16.028 -13.087  -0.558
O -6.479 14.210 -11.335  -0.544
H -6.551 15.758 -10.094  0.286
H -5.921 16.203 -11.657  0.399
H -8.383 17.056 -11.215  0.381
H -8.810 15.324 -11.316  -0.419
H -9.019 16.050 -13.402  0.304
H -6.540 14.094 -12.286  0.309

Properties
E_tot: -31946.3463 eV
Charge: +1
Lowest unoccupied orbital energy: -1.76 eV
HOMO-LUMO gap: 10.842 eV
Energy above the lowest of the compared OMol25 structures with the same formula, charge and spin: 96.4 kJ/mol


The following is a DFT calculation (the ωB97M-V functional and the def2-TZVPD basis) of a 7-piece molecular cluster, C14H42O14 overall.

Last column: Mulliken charge in e.
Cartesian coordinates (Å):
C 16.728 10.975 2.133  -0.567
C 17.938 10.835 3.037  0.123
O 18.752 9.717 2.693  -0.561
O 15.849 9.858 2.278  -0.607
H 17.020 11.030 1.086  0.390
H 16.188 11.889 2.394  0.215
H 17.651 10.755 4.089  -0.016
H 18.589 11.697 2.869  0.297
H 18.204 9.044 2.273  0.329
H 15.453 9.988 3.157  0.400
C 17.566 13.112 7.886  -0.517
C 18.322 11.787 7.724  -0.326
O 19.568 12.031 7.101  -0.554
O 17.160 13.574 6.610  -0.443
H 18.304 13.770 8.359  0.356
H 16.682 12.947 8.497  0.286
H 17.712 11.084 7.144  0.182
H 18.511 11.322 8.704  0.364
H 19.831 11.306 6.533  0.346
H 17.808 13.320 5.944  0.272
C 11.823 11.659 2.282  -0.236
C 10.403 11.930 1.826  -0.568
O 9.459 12.148 2.847  -0.543
O 11.945 10.437 3.007  -0.527
H 12.133 12.479 2.930  0.118
H 12.479 11.607 1.409  0.375
H 10.033 11.108 1.186  0.295
H 10.331 12.767 1.128  0.381
H 9.544 11.470 3.546  0.245
H 11.565 9.732 2.470  0.300
C 15.290 8.202 8.531  0.502
C 14.332 7.223 7.872  -0.635
O 13.374 6.746 8.817  -0.533
O 16.202 7.467 9.342  -0.568
H 14.769 8.942 9.144  0.126
H 15.870 8.743 7.782  -0.103
H 14.927 6.393 7.474  0.422
H 13.826 7.598 6.978  0.220
H 13.477 5.795 8.893  0.331
H 15.789 6.640 9.600  0.326
C 9.974 10.547 6.043  -0.049
C 10.368 12.006 5.980  -0.409
O 10.696 12.420 7.300  -0.618
O 9.554 10.077 4.730  -0.563
H 9.122 10.363 6.709  0.323
H 10.696 9.831 6.454  0.197
H 9.519 12.562 5.584  0.428
H 11.211 12.226 5.323  0.089
H 11.657 12.253 7.360  0.559
H 9.548 9.118 4.733  0.289
C 14.197 10.390 5.745  0.164
C 14.537 11.343 6.868  0.721
O 13.479 12.237 7.271  -0.605
O 14.319 10.861 4.431  -0.237
H 13.179 10.037 5.929  -0.134
H 14.881 9.550 5.902  0.045
H 15.435 11.958 6.742  -0.228
H 14.773 10.797 7.788  -0.005
H 13.845 13.130 7.231  0.010
H 13.467 11.038 3.992  0.050
C 13.499 15.924 7.009  -0.547
C 13.732 15.314 5.638  -0.081
O 15.110 15.261 5.275  -0.549
O 13.828 14.972 8.033  -0.516
H 12.447 16.222 7.093  0.455
H 14.059 16.860 7.107  0.323
H 13.274 15.960 4.887  0.390
H 13.303 14.313 5.538  0.000
H 15.597 14.961 6.059  0.343
H 13.442 15.350 8.831  0.258

Properties
Structure (SMILES): OCCO.OCCO.OCCO.OCCO.OCCO.OCCO.OCCO
E_tot: -43860.4748 eV
Charge: 0
Lowest unoccupied orbital energy: 0.25 eV
HOMO-LUMO gap: 10.168 eV
Energy above the lowest of the compared OMol25 structures with the same formula, charge and spin: 59.9 kJ/mol


The following is a DFT calculation (the ωB97M-V functional and the def2-TZVPD basis) of a 7-piece molecular cluster, C14H42O7 overall.

Last column: Mulliken charge in e.
Cartesian coordinates (Å):
C -0.401 4.104 2.183  -0.946
C 1.064 4.304 1.885  -0.293
O 1.517 3.195 1.084  -0.409
H -0.946 3.921 1.258  0.124
H -0.823 5.004 2.634  0.386
H -0.557 3.288 2.888  0.304
H 1.663 4.358 2.800  0.313
H 1.230 5.238 1.336  0.370
H 2.433 3.352 0.840  0.181
C -4.626 -1.207 -0.968  -0.667
C -6.002 -1.845 -0.942  -0.537
O -6.183 -2.704 0.186  -0.525
H -4.420 -0.762 0.006  0.266
H -4.552 -0.413 -1.712  0.265
H -3.879 -1.968 -1.199  0.275
H -6.169 -2.403 -1.870  0.299
H -6.788 -1.098 -0.851  0.326
H -5.705 -3.524 0.038  0.295
C -1.639 2.190 -1.274  -1.035
C -1.350 1.247 -2.419  0.508
O -2.601 0.832 -2.970  -0.543
H -0.717 2.435 -0.745  0.099
H -2.312 1.713 -0.557  0.278
H -2.112 3.103 -1.634  0.483
H -0.785 0.373 -2.065  -0.488
H -0.728 1.733 -3.182  0.354
H -2.431 0.269 -3.731  0.312
C 1.032 -3.184 3.444  -0.928
C 1.386 -1.808 3.973  -0.069
O 0.248 -0.969 4.112  -0.592
H 0.853 -3.166 2.367  0.179
H 0.125 -3.527 3.940  0.282
H 1.839 -3.892 3.643  0.368
H 2.120 -1.318 3.321  0.076
H 1.839 -1.892 4.962  0.357
H 0.123 -0.504 3.277  0.294
C 4.366 -0.744 -0.245  -0.981
C 4.229 0.690 0.174  0.458
O 5.093 1.504 -0.606  -0.547
H 5.373 -1.131 -0.070  0.373
H 4.133 -0.912 -1.296  0.109
H 3.683 -1.365 0.342  0.276
H 4.465 0.786 1.242  0.256
H 3.174 0.987 0.065  -0.208
H 4.939 2.427 -0.391  0.305
C -0.686 -0.976 0.534  -0.844
C 0.450 -0.012 0.747  0.507
O 0.188 0.809 1.877  -0.403
H -0.398 -1.727 -0.205  0.159
H -1.596 -0.471 0.220  -0.107
H -0.881 -1.525 1.460  0.466
H 0.589 0.604 -0.152  0.297
H 1.389 -0.576 0.862  -0.306
H 0.606 1.669 1.726  0.180
C 1.602 -0.786 -3.274  -0.815
C 0.611 -1.928 -3.193  0.037
O 0.771 -2.744 -4.356  -0.551
H 1.388 -0.027 -2.516  0.151
H 1.555 -0.298 -4.248  0.347
H 2.614 -1.144 -3.094  0.248
H -0.418 -1.553 -3.121  0.148
H 0.798 -2.507 -2.277  0.175
H 0.217 -3.522 -4.267  0.310

Properties
Structure (SMILES): CCO.CCO.CCO.CCO.CCO.CCO.CCO
E_tot: -29529.9886 eV
Charge: 0
Lowest unoccupied orbital energy: 0.09 eV
HOMO-LUMO gap: 9.848 eV
Energy above the lowest of the compared OMol25 structures with the same formula, charge and spin: 143.4 kJ/mol


The following is a DFT calculation (the ωB97M-V functional and the def2-TZVPD basis) of a 7-piece molecular cluster, C14H42O7 overall.

Last column: Mulliken charge in e.
Cartesian coordinates (Å):
C 1.266 3.849 -3.463  -1.320
C 0.666 2.602 -2.916  0.155
O -0.015 2.861 -1.700  -0.469
H 0.509 4.565 -3.786  0.334
H 1.884 3.646 -4.341  0.370
H 1.919 4.311 -2.719  0.294
H 1.426 1.831 -2.724  0.115
H -0.023 2.147 -3.641  0.259
H -0.339 2.008 -1.361  0.289
C 0.330 -3.857 -1.563  -0.998
C -0.289 -4.834 -2.559  -0.275
O -1.517 -4.278 -3.031  -0.491
H 0.337 -2.833 -1.926  0.218
H 1.326 -4.210 -1.298  0.440
H -0.258 -3.859 -0.640  0.253
H -0.407 -5.828 -2.123  0.306
H 0.420 -4.953 -3.387  0.313
H -1.823 -4.836 -3.755  0.262
C -0.179 0.811 1.163  -0.564
C -0.329 -0.189 0.049  0.263
O -1.201 0.383 -0.938  -0.514
H -1.163 1.052 1.566  0.326
H 0.300 1.708 0.774  -0.110
H 0.410 0.473 2.020  0.205
H -0.763 -1.129 0.408  0.248
H 0.619 -0.485 -0.416  -0.068
H -1.689 -0.380 -1.308  0.182
C -4.823 -1.423 -2.339  -1.176
C -3.757 -2.090 -1.470  -0.068
O -2.461 -1.851 -2.003  -0.637
H -4.544 -0.404 -2.589  0.296
H -5.819 -1.485 -1.898  0.373
H -4.880 -2.019 -3.255  0.262
H -3.980 -3.162 -1.428  0.372
H -3.789 -1.745 -0.431  0.222
H -2.109 -2.691 -2.349  0.263
C 1.458 4.134 2.085  -0.649
C 1.130 4.249 3.566  -0.330
O 0.580 3.044 4.104  -0.491
H 2.314 3.453 2.012  0.153
H 1.705 5.081 1.614  0.407
H 0.623 3.662 1.572  0.099
H 0.360 5.000 3.741  0.295
H 2.009 4.497 4.168  0.284
H 1.209 2.324 3.989  0.263
C -1.788 -0.464 4.423  -0.856
C -1.405 -1.651 3.535  0.176
O -1.810 -2.891 4.105  -0.557
H -2.866 -0.352 4.509  0.281
H -1.329 0.436 4.011  0.182
H -1.397 -0.645 5.427  0.312
H -0.323 -1.669 3.371  0.245
H -1.901 -1.490 2.573  -0.077
H -1.056 -3.303 4.527  0.328
C 4.069 1.160 -0.706  -0.572
C 3.824 -0.102 0.105  0.072
O 5.017 -0.521 0.769  -0.572
H 4.379 2.005 -0.090  0.292
H 3.132 1.448 -1.193  -0.067
H 4.836 0.993 -1.462  0.316
H 3.488 -0.893 -0.573  0.210
H 3.063 0.053 0.873  0.015
H 5.420 -1.265 0.323  0.312

Properties
Structure (SMILES): CCO.CCO.CCO.CCO.CCO.CCO.CCO
E_tot: -29529.9874 eV
Charge: 0
Lowest unoccupied orbital energy: 0.33 eV
HOMO-LUMO gap: 9.768 eV
Energy above the lowest of the compared OMol25 structures with the same formula, charge and spin: 143.5 kJ/mol